Entry 1:
C12H26N4O7Zn as an isolated structure in a non-equilibrium geometry. Source: the Open Molecules 2025 dataset; level of theory: the ωB97M-V functional and the def2-TZVPD basis.

Geometry as XYZ:
```
50
Properties=species:S:1:pos:R:3:lowdin_charge:R:1
O 2.12500 -0.58667 -4.40151 0.00
H 1.45562 0.07676 -4.68613 0.02
Zn -0.63948 0.04096 -1.86173 0.69
N -0.36649 1.75324 -0.27169 -0.05
N 1.55878 0.68431 -1.60123 -0.06
N -1.52512 -0.90496 -0.16897 -0.06
N 0.28563 -1.87363 -1.70319 -0.04
O -1.22164 2.03512 0.65247 -0.14
O -2.05614 -0.37054 0.94136 -0.04
O 1.49541 -2.28400 -2.06523 -0.05
O 2.54223 -0.05474 -1.86437 -0.08
C 1.85554 1.87730 -0.99497 -0.22
C 0.79835 2.44113 -0.24188 -0.24
C -1.44514 -2.22887 -0.15176 -0.26
C -0.41427 -2.77169 -1.00239 -0.24
C 0.99972 3.64468 0.61552 -0.02
H 1.53552 3.39934 1.54371 0.09
H 0.03172 4.07530 0.88229 0.08
H 1.59093 4.40425 0.08952 0.09
C 3.24283 2.40846 -1.03397 -0.01
H 3.44571 2.83883 -2.02252 0.10
H 3.98266 1.62244 -0.84797 0.09
H 3.38456 3.20501 -0.29886 0.07
C -2.21886 -3.05469 0.81991 -0.01
C -0.02828 -4.21004 -0.93877 -0.01
H -3.05109 -2.46412 1.22111 0.09
H -1.57782 -3.37194 1.65692 0.08
H -2.60629 -3.95907 0.32671 0.09
H 0.78090 -4.40904 -1.64848 0.08
H -0.89421 -4.83888 -1.18994 0.09
H 0.31173 -4.50477 0.06763 0.10
H -1.80395 0.62545 0.83017 0.05
H 1.98209 -1.41388 -2.27514 0.03
C -2.21141 0.84354 -2.36099 -0.27
H -2.13978 1.93665 -2.35838 -0.02
H -2.90407 0.61409 -1.55197 -0.02
H -2.67962 0.58301 -3.31002 -0.03
O -3.72255 3.51438 0.14326 -0.08
H -4.47276 2.90041 0.18788 0.04
H -2.91588 2.98130 0.30209 -0.01
C 0.71652 0.74292 3.27511 -0.01
C 0.82932 -0.49835 2.42512 -0.46
C 0.75957 -1.80134 3.17537 -0.01
O 0.92534 -0.44236 1.20019 0.05
H 0.56759 0.50412 4.33379 0.08
H -0.13336 1.33696 2.92196 0.08
H 1.62230 1.35429 3.16995 0.09
H -0.24882 -2.22261 3.07755 0.08
H 1.47695 -2.51019 2.75175 0.09
H 0.97455 -1.66787 4.24071 0.08
```

Values from the calculation:
- gap between HOMO and LUMO (alpha / beta) (eV) = 6.9415 / 6.3189
- ΔE to the lowest compared entry with this formula, charge and spin (kcal per mole) = 29.0
- multiplicity = 1
- strongest force on any atom (Eh/bohr) = 0.0758


Entry 2:
One molecule with the formula C19H23N3O2S in a non-equilibrium geometry. Source: the Open Molecules 2025 dataset; level of theory: the ωB97M-V functional and the def2-TZVPD basis.

Geometry as XYZ:
```
48
Properties=species:S:1:pos:R:3:lowdin_charge:R:1
C -7.65918 -0.98486 -0.33168 -0.08
C -6.61874 0.03299 -0.79357 -0.44
C -6.67729 1.29241 0.06813 -0.08
C -5.20417 -0.56385 -0.83205 -0.26
C -4.68288 -1.00294 0.52617 -0.47
S -2.98276 -1.65539 0.39985 1.01
C -2.08202 -0.16777 0.32195 -0.52
N -2.72327 0.99337 0.40296 0.07
C -2.02888 2.12010 0.35147 -0.21
N -0.72838 2.25998 0.22228 0.14
C -0.05844 1.10957 0.13866 -0.16
C -0.69466 -0.14843 0.18526 -0.19
O 0.18699 -1.17418 0.08321 0.13
C 1.40630 -0.59952 -0.03398 -0.25
N 2.51315 -1.29601 -0.15460 0.22
C 3.63878 -0.59950 -0.26726 -0.21
C 3.69060 0.80342 -0.24631 -0.12
C 2.51829 1.53004 -0.10946 0.07
C 1.33484 0.81423 -0.00663 -0.06
C 5.01832 1.50887 -0.32653 -0.15
O 6.10999 0.68284 -0.63768 -0.08
C 6.12496 -0.58117 0.02103 -0.57
C 7.41272 -1.26038 -0.44387 -0.02
C 6.12842 -0.43612 1.54736 -0.01
C 4.89842 -1.38872 -0.43446 -0.05
H -7.59377 -1.89725 -0.92015 0.08
H -8.65989 -0.57498 -0.44767 0.08
H -7.51910 -1.23662 0.71669 0.07
H -6.85962 0.31714 -1.82490 0.13
H -7.62626 1.80332 -0.07827 0.08
H -5.87307 1.97423 -0.19680 0.07
H -6.58775 1.04653 1.12322 0.07
H -4.52292 0.18996 -1.23222 0.10
H -5.19639 -1.42116 -1.50954 0.11
H -4.63746 -0.17153 1.22535 0.07
H -5.26456 -1.82380 0.94098 0.07
H -2.61032 3.02940 0.42372 0.11
H 2.52025 2.60914 -0.08341 0.13
H 4.99359 2.26379 -1.11934 0.14
H 5.19238 2.03495 0.62816 0.13
H 7.45332 -1.26268 -1.52941 0.09
H 8.27348 -0.71253 -0.07108 0.09
H 7.45302 -2.28297 -0.08053 0.09
H 6.89263 0.27691 1.84875 0.09
H 6.34856 -1.39714 2.00364 0.09
H 5.16234 -0.09649 1.91389 0.09
H 4.81130 -2.32615 0.11395 0.13
H 5.00913 -1.63109 -1.49528 0.14
```

Values from the calculation:
- gap between HOMO and LUMO (eV) = 8.5024
- ΔE to the lowest compared entry with this formula, charge and spin (kcal per mole) = 31.1
- SMILES = CC(C)CCSc1ncnc2c1oc1nc3c(cc12)COC(C)(C)C3
- multiplicity = 1
- strongest force on any atom (Eh/bohr) = 0.0301


Entry 3:
One molecule with the formula C2H2N2O2 in a non-equilibrium geometry. Source: the Open Molecules 2025 dataset; level of theory: the ωB97M-V functional and the def2-TZVPD basis.

Geometry as XYZ:
```
8
Properties=species:S:1:pos:R:3:lowdin_charge:R:1
O -0.64856 -2.27791 -2.87984 0.08
N -0.45117 -1.55136 -1.95835 -0.28
N -1.38249 -0.71592 -1.38056 0.14
C -0.76794 -0.05306 -0.38675 -0.14
C 0.52787 -0.46516 -0.27655 -0.08
O 0.81194 -1.28039 -1.35349 0.06
H -1.15235 0.64102 0.32330 0.10
H 1.40305 -0.46450 0.33091 0.11
```

Values from the calculation:
- gap between HOMO and LUMO (alpha / beta) (eV) = 9.2456 / 9.2452
- ΔE to the lowest compared entry with this formula, charge and spin (kcal per mole) = 113.6
- SMILES = [O-][n+]1ncco1
- multiplicity = 1
- strongest force on any atom (Eh/bohr) = 0.1016


Entry 4:
A 30-piece molecular cluster, H60O30 overall in a non-equilibrium geometry. Source: the Open Molecules 2025 dataset; level of theory: the ωB97M-V functional and the def2-TZVPD basis.

Geometry as XYZ:
```
90
Properties=species:S:1:pos:R:3:lowdin_charge:R:1
O 1.37182 -0.43620 1.60721 -0.02
O 0.92470 -0.83749 -1.33233 -0.06
O -1.82642 0.07006 -1.16377 -0.08
O -0.71795 1.52774 2.33432 -0.05
O -0.55598 2.72349 -1.48507 0.01
O -2.05768 -0.84344 2.64149 -0.04
O 3.89292 0.24120 1.33077 -0.05
O -2.07982 -2.56285 -0.61652 -0.04
O 2.71097 1.28878 -2.76276 -0.03
O 1.12595 -2.67795 3.15382 -0.01
O 1.90125 -3.45528 -1.55610 -0.09
O 0.52960 -4.35612 0.97834 -0.04
O 4.12194 2.55516 -0.51405 -0.06
O 0.16049 1.45244 -4.19636 -0.04
O 2.15861 3.90419 -2.16154 -0.08
O -4.29282 1.19131 -1.38162 -0.08
O -2.28381 4.11093 1.67227 -0.02
O -4.59776 -0.71998 1.60143 -0.05
O -1.23098 -0.86692 -4.77565 -0.11
O -1.64441 -3.15742 4.01932 -0.07
O -0.26937 5.30500 0.07072 -0.06
O 5.49883 -1.89141 0.62985 -0.09
O 3.16154 4.57402 1.04150 -0.06
O -0.86076 -4.90277 -1.89897 -0.09
O 0.00314 2.38043 5.11190 -0.06
O -2.51803 2.97866 -3.47218 -0.03
O -4.71647 -1.82946 -1.16236 -0.05
O 4.31209 -4.12064 -0.22962 -0.05
O 4.48091 -1.72271 3.78102 -0.02
O -3.73379 -1.17007 -3.54770 -0.05
H 1.04014 -1.11763 2.15562 0.00
H 0.71893 0.25719 1.80585 0.05
H 0.11186 -0.40222 -1.57855 0.01
H 0.96213 -0.82051 -0.32325 0.07
H -2.63175 0.51494 -1.40388 -0.03
H -1.97913 -0.92861 -1.21589 0.03
H -1.23479 2.29622 1.97438 0.06
H -0.47143 1.77105 3.22202 0.01
H -0.55531 3.51354 -0.96006 0.02
H -0.84687 1.96748 -1.10186 -0.03
H -1.62860 -0.02387 2.43948 -0.01
H -2.88156 -0.89767 2.19613 -0.02
H 2.97005 0.02851 1.47273 -0.03
H 3.89602 0.83630 0.58177 0.01
H -1.68384 -3.33015 -1.03598 0.02
H -1.60774 -2.57555 0.24729 0.09
H 2.50486 0.39402 -2.48063 0.03
H 3.01378 1.85771 -2.09781 -0.04
H 1.82560 -2.87855 3.76867 0.07
H 0.29287 -2.69933 3.56471 0.00
H 2.15993 -3.76789 -2.43220 0.05
H 1.51560 -2.50742 -1.62286 0.05
H -0.17628 -4.86620 1.31527 0.02
H 0.80516 -3.78999 1.73376 0.01
H 4.71650 3.02480 -1.11131 0.07
H 3.73258 3.23023 0.06297 -0.01
H 0.85508 1.48693 -3.54727 0.00
H 0.38596 1.97851 -4.97015 0.07
H 2.12972 4.57636 -1.47332 0.02
H 1.35725 3.31754 -2.24556 0.04
H -4.45356 1.65360 -2.25147 0.08
H -4.89189 0.41985 -1.21085 0.05
H -2.60054 4.28807 2.56851 0.08
H -3.05604 3.81165 1.20718 0.06
H -4.98081 -1.48861 2.00644 0.05
H -4.44183 -0.86990 0.62771 0.04
H -0.71990 -0.13204 -4.40239 -0.03
H -2.11594 -0.92304 -4.33772 -0.01
H -1.94036 -3.20549 4.93719 0.05
H -2.00762 -2.34526 3.61468 0.00
H 0.23432 6.11309 0.33514 0.07
H -1.09526 5.24211 0.55097 0.00
H 4.88589 -1.23090 0.93947 -0.05
H 5.01052 -2.64400 0.28727 -0.05
H 2.25487 4.88443 1.35693 0.09
H 3.74789 5.33717 0.94604 0.07
H -0.64023 -4.49377 -2.78080 0.08
H -0.16481 -4.70150 -1.21662 0.02
H 0.60121 1.90317 5.69894 0.05
H -0.83157 2.36568 5.64406 0.07
H -2.11101 3.02390 -4.30433 0.00
H -1.80813 2.85779 -2.85430 -0.03
H -5.30244 -2.61238 -1.14313 0.11
H -3.87250 -2.21001 -0.94759 0.01
H 3.46098 -4.11482 -0.61304 -0.03
H 4.94225 -4.55467 -0.87517 0.10
H 3.64035 -1.41747 3.42586 0.01
H 4.39560 -2.21677 4.57742 0.01
H -4.33305 -0.46863 -3.76160 0.04
H -4.07183 -1.46973 -2.68223 -0.01
```

Values from the calculation:
- gap between HOMO and LUMO (eV) = 7.5932
- ΔE to the lowest compared entry with this formula, charge and spin (kcal per mole) = 74.8
- multiplicity = 1
- strongest force on any atom (Eh/bohr) = 0.0923


Entry 5:
C25H42BN8PtS4 as an isolated structure in a non-equilibrium geometry. Source: the Open Molecules 2025 dataset; level of theory: the ωB97M-V functional and the def2-TZVPD basis.

Geometry as XYZ:
```
81
Properties=species:S:1:pos:R:3:lowdin_charge:R:1
Pt -0.80038 -0.17599 -0.43608 0.40
C -2.72604 5.39207 1.02027 -0.01
C -2.95229 3.88677 0.85326 -0.51
C -3.30203 3.58571 -0.59531 -0.06
C -4.09245 3.38878 1.75125 -0.01
N -1.66629 3.19325 1.35321 0.05
C -1.39030 3.25176 2.68742 0.01
C -0.19876 2.62928 2.90453 0.00
N 0.27647 2.21009 1.70660 0.02
B 1.65293 1.47946 1.66675 -0.53
N 1.55830 -0.02465 2.10608 0.03
C 2.71373 -0.65713 2.45132 0.01
C 2.40539 -1.92680 2.82693 0.03
N 1.05835 -2.08770 2.67976 0.04
C 0.54413 -0.90852 2.23221 -0.62
S -1.11533 -0.59807 1.84430 0.77
C 0.32850 -3.39391 3.01120 -0.52
C -0.69096 -3.12185 4.11635 -0.02
C -0.31524 -3.96238 1.74413 -0.03
C 1.35734 -4.39924 3.52068 -0.04
N 2.38460 1.59499 0.28838 0.02
C 3.28224 2.61093 0.10364 0.00
C 3.90178 2.40833 -1.08212 0.00
N 3.39293 1.26035 -1.63521 0.04
C 2.44902 0.77002 -0.78632 -0.63
S 1.41810 -0.60602 -1.03028 0.70
C 3.94532 0.79233 -2.99197 -0.51
C 3.54960 -0.63349 -3.34683 -0.07
C 3.41002 1.76188 -4.04531 -0.01
C 5.47786 0.86374 -2.89970 -0.02
C -0.62550 2.54503 0.74671 -0.62
S -0.41490 2.11108 -0.90723 0.81
H -3.62845 5.92340 0.71354 0.11
H -1.89770 5.73652 0.39552 0.10
H -2.51735 5.65907 2.05908 0.09
H -4.25734 4.07121 -0.78957 0.11
H -3.42814 2.51909 -0.78381 0.05
H -2.58618 4.00265 -1.30025 0.08
H -5.03934 3.71076 1.31946 0.11
H -4.04686 3.80226 2.76041 0.09
H -4.10270 2.29665 1.81292 0.10
H -2.04696 3.73332 3.39435 0.15
H 0.34398 2.48057 3.82869 0.16
H 2.35308 2.02955 2.46829 0.14
H 3.67364 -0.15901 2.43842 0.16
H 3.05792 -2.70569 3.18216 0.14
H -1.47539 -2.43253 3.80031 0.05
H -0.20091 -2.71768 5.00524 0.11
H -1.16930 -4.06132 4.39577 0.11
H -1.16493 -3.37431 1.40774 0.04
H -0.66758 -4.97092 1.96537 0.11
H 0.42103 -4.03074 0.93716 0.10
H 1.87232 -4.04598 4.41735 0.10
H 2.08981 -4.66544 2.75417 0.10
H 0.82488 -5.30878 3.79695 0.11
H 3.42679 3.39741 0.83038 0.15
H 4.66329 2.99889 -1.56158 0.14
H 2.49048 -0.73202 -3.56831 0.05
H 3.83735 -1.34937 -2.57178 0.09
H 4.09223 -0.90027 -4.25208 0.11
H 2.32168 1.69483 -4.12985 0.09
H 3.84566 1.50784 -5.01235 0.11
H 3.68314 2.79431 -3.81804 0.09
H 5.84951 0.36196 -2.00299 0.10
H 5.85090 1.88812 -2.91418 0.09
H 5.90119 0.35894 -3.76679 0.10
C -2.61560 -1.45169 -4.00087 0.00
N -2.94356 -2.38238 -2.91894 -0.12
C -3.22385 -3.81250 -3.19472 -0.05
C -3.57041 -4.38303 -1.80453 -0.07
N -3.43140 -3.18778 -0.94644 0.06
C -3.10659 -2.10929 -1.64181 -0.70
S -3.06740 -0.50085 -0.94085 0.62
H -3.14646 -1.76322 -4.89647 0.11
H -1.54654 -1.46216 -4.21232 0.10
H -2.92636 -0.44689 -3.74055 0.07
H -2.35097 -4.28383 -3.63729 0.14
H -4.04778 -3.88919 -3.90104 0.14
H -2.88118 -5.15970 -1.48756 0.13
H -4.58048 -4.77567 -1.75521 0.13
H -3.74729 -3.14524 0.00828 0.15
```

Values from the calculation:
- gap between HOMO and LUMO (alpha / beta) (eV) = 5.0545 / 5.0648
- net charge = +3
- multiplicity = 1
- strongest force on any atom (Eh/bohr) = 0.0206


Entry 6:
One molecule with the formula C21H23N3O7S in a non-equilibrium geometry. Source: the Open Molecules 2025 dataset; level of theory: the ωB97M-V functional and the def2-TZVPD basis.

Geometry as XYZ:
```
55
Properties=species:S:1:pos:R:3:lowdin_charge:R:1
C 3.66449 3.07297 0.85437 -0.08
O 4.77052 2.20695 0.79128 -0.11
C 4.58076 0.91850 0.35545 -0.17
C 3.31681 0.38844 0.11862 0.02
C 3.16369 -0.91570 -0.33236 -0.14
C 1.82771 -1.49225 -0.63159 -0.41
O 1.62972 -2.26108 -1.54577 0.10
N 0.85418 -1.08198 0.25264 0.14
C -0.49665 -1.40300 0.26106 -0.20
C -1.14511 -1.93739 -0.85342 0.02
C -2.50006 -2.20159 -0.79571 -0.03
C -3.19611 -1.94943 0.36928 -0.31
S -4.93771 -2.26558 0.44608 0.69
O -5.46923 -2.54531 -0.85207 -0.27
O -5.26256 -3.15224 1.52151 -0.28
N -5.53053 -0.74856 0.99125 0.00
C -5.43829 0.32610 0.14574 -0.32
O -4.32473 0.42878 -0.59806 0.00
N -4.39392 1.58898 -1.32307 0.11
C -5.52260 2.17237 -1.02344 -0.31
C -5.92863 3.46306 -1.63127 -0.02
C -6.25573 1.40548 -0.07544 -0.17
C -7.57964 1.71852 0.52696 -0.03
C -2.57125 -1.43181 1.48693 -0.05
C -1.22216 -1.15004 1.43004 0.00
C 4.28304 -1.70895 -0.55757 0.05
C 5.54696 -1.21005 -0.30059 -0.18
O 6.70168 -1.90515 -0.46194 -0.06
C 6.62111 -3.23121 -0.92756 -0.07
C 5.71641 0.11676 0.15880 -0.12
O 7.01399 0.45218 0.37045 -0.04
C 7.40890 1.78806 0.58509 -0.06
H 4.07495 4.04317 1.13085 0.10
H 3.15930 3.15742 -0.11280 0.10
H 2.94509 2.75935 1.61813 0.10
H 2.44630 1.01193 0.24341 0.11
H 1.17979 -0.57835 1.06611 0.14
H -0.58237 -2.13828 -1.74935 0.11
H -3.03353 -2.59267 -1.64659 0.12
H -6.40657 -0.82400 1.48581 0.12
H -6.85367 3.33627 -2.19134 0.09
H -5.14778 3.81086 -2.29994 0.08
H -6.10132 4.20499 -0.85340 0.09
H -7.48970 2.51794 1.26313 0.09
H -7.99393 0.84082 1.01835 0.07
H -8.27326 2.04747 -0.24472 0.08
H -3.14769 -1.25423 2.38040 0.12
H -0.71953 -0.73325 2.29136 0.11
H 4.13052 -2.70774 -0.93029 0.12
H 6.16663 -3.28286 -1.92174 0.10
H 7.64987 -3.58327 -0.98178 0.10
H 6.05681 -3.86643 -0.23729 0.10
H 8.49813 1.75696 0.60758 0.10
H 7.08139 2.44175 -0.22626 0.10
H 7.03552 2.17635 1.53469 0.09
```

Values from the calculation:
- gap between HOMO and LUMO (eV) = 8.5553
- ΔE to the lowest compared entry with this formula, charge and spin (kcal per mole) = 64.8
- SMILES = COc1cc(C(=O)Nc2ccc(S(=O)(=O)Nc3onc(C)c3C)cc2)cc(OC)c1OC
- multiplicity = 1
- strongest force on any atom (Eh/bohr) = 0.0303